# 1
Entry from the Open Molecules 2025 dataset: a structure of composition C43H57BClN9OS3SeTi (ωB97M-V/def2-TZVPD).

Geometry as ORCA input:
```
! wB97M-V def2-TZVPD RIJCOSX def2/J DEFGRID3
* xyz 1 2
Ti -0.5052 -0.0969 0.5091
C 4.6131 -2.4116 0.2880
C 3.1687 -2.1648 0.0127
C 2.3161 -3.1610 -0.3084
C 0.9251 -2.9225 -0.5023
N 0.4604 -1.7189 -0.3356
N 1.3120 -0.6646 -0.0483
B -0.9321 1.3876 -1.1283
N 0.2031 1.4645 -2.1711
N 0.2545 0.5662 -3.1563
C 1.3075 0.5763 -3.9370
C 2.3759 1.4789 -3.7288
C 2.3093 2.4124 -2.7354
C 3.3790 3.4075 -2.4308
C 1.1325 2.3850 -1.9583
S 0.7593 3.5127 -0.6880
C 1.2982 -0.3997 -5.1032
C 0.8738 0.3799 -6.3558
C 2.6937 -0.9975 -5.3083
C 0.3090 -1.5358 -4.8539
N -2.3294 1.3438 -1.7821
N -2.4542 1.9943 -2.9501
C -3.6151 1.9844 -3.5502
C -4.7288 1.3441 -2.9565
C -4.6084 0.7059 -1.7596
C -5.7594 0.0270 -1.0898
C -3.3128 0.6880 -1.1638
S -2.9989 -0.1404 0.3349
C -3.6925 2.6455 -4.9183
C -5.0166 3.4001 -5.0729
C -2.5319 3.6153 -5.1277
C -3.6134 1.5245 -5.9648
C 2.6459 -0.8107 0.0989
S 3.6035 0.5281 0.3544
C -0.0320 -4.0557 -0.8361
C -0.1050 -5.0178 0.3585
C -1.4311 -3.5255 -1.1433
C 0.4953 -4.8152 -2.0599
H 4.8771 -3.4418 0.0570
H 4.8325 -2.2066 1.3378
H 5.2339 -1.7256 -0.2875
H 2.6841 -4.1755 -0.3935
H 3.2517 1.4295 -4.3599
H 4.1484 3.4061 -3.1993
H 3.8313 3.1665 -1.4675
H 2.9638 4.4147 -2.3629
H 1.5520 1.2093 -6.5645
H -0.1319 0.7866 -6.2364
H 0.8742 -0.2822 -7.2226
H 3.4250 -0.2672 -5.6540
H 2.6423 -1.7778 -6.0687
H 3.0694 -1.4521 -4.3896
H -0.6911 -1.1722 -4.6290
H 0.6345 -2.1563 -4.0176
H 0.2579 -2.1638 -5.7444
H -5.6883 1.3587 -3.4551
H -6.6245 0.0070 -1.7496
H -6.0285 0.5506 -0.1713
H -5.4974 -0.9910 -0.8038
H -5.1642 4.1233 -4.2696
H -5.8774 2.7322 -5.0975
H -5.0135 3.9484 -6.0154
H -2.5812 4.4573 -4.4362
H -2.5814 4.0076 -6.1445
H -1.5680 3.1286 -4.9911
H -4.4338 0.8130 -5.8552
H -2.6747 0.9758 -5.8719
H -3.6676 1.9455 -6.9691
H -0.6393 -4.5618 1.1940
H 0.8801 -5.3269 0.7102
H -0.6490 -5.9192 0.0727
H -1.8723 -2.9980 -0.2962
H -2.0829 -4.3654 -1.3898
H -1.4266 -2.8353 -1.9892
H 1.4648 -5.2813 -1.8815
H 0.5898 -4.1590 -2.9254
H -0.2078 -5.6088 -2.3152
C 1.6620 -2.1184 7.1426
N 2.2313 -0.7901 7.0720
C 2.5835 -0.1453 5.9342
Se 2.4256 -0.7169 4.1897
N 3.1117 1.0430 6.3133
C 3.1110 1.1680 7.6942
C 3.5417 2.1730 8.5430
C 3.3829 1.9479 9.9022
C 2.8166 0.7669 10.3892
C 2.3852 -0.2372 9.5347
C 2.5466 -0.0079 8.1789
H 1.5541 -2.4807 6.1231
H 0.6900 -2.0791 7.6347
H 2.3261 -2.7797 7.6988
H 3.4813 1.6901 5.6387
H 3.9828 3.0856 8.1684
H 3.7080 2.7055 10.6010
H 2.7145 0.6313 11.4565
H 1.9504 -1.1514 9.9127
C 0.5069 2.4660 2.2326
O -0.2063 1.8058 1.1799
C -0.6428 2.5647 -0.0600
C -1.7772 3.4883 0.3444
H 0.7300 1.7043 2.9797
H -0.1175 3.2535 2.6577
H 1.4447 2.8558 1.8369
H -1.4474 4.3381 0.9450
H -2.5181 2.9242 0.9145
H -2.2551 3.8822 -0.5535
Cl -2.8004 0.4818 5.8461
C -1.9497 -0.5217 4.7301
C -1.6078 -1.8269 5.0489
C -0.9001 -2.5636 4.1194
C -0.5686 -1.9736 2.9118
N -0.9543 -0.7401 2.5855
C -1.6266 -0.0160 3.4842
H -1.8911 -2.2373 6.0085
H -0.5851 -3.5781 4.3178
H 0.0075 -2.5203 2.1746
H -1.9269 0.9819 3.1897
*
```

Computed properties:
* DFT total energy: -195139.761 eV
* orbital gap (spin up / spin down): 6.894 / 6.651 eV



# 2
Entry from the Open Molecules 2025 dataset: a structure of composition C43H58IN5O3S (ωB97M-V/def2-TZVPD).

Geometry as ORCA input:
```
! wB97M-V def2-TZVPD RIJCOSX def2/J DEFGRID3
* xyz 0 1
C -3.4227 -2.0170 -1.3717
C -4.2600 -1.0235 -0.5942
C -3.4844 -0.3805 0.5391
C -2.6304 0.7746 0.0274
C -1.4563 1.1375 0.9272
C -0.0770 0.7761 0.3235
C 0.6159 -0.4341 0.9406
C -0.2134 -1.7065 0.8936
C 0.5799 -2.9995 0.8779
C 0.9374 -3.5581 2.2594
C 1.1563 -2.5901 3.4113
C 2.6050 -2.2006 3.7501
C 3.6851 -2.2096 2.6737
C 4.7013 -1.0643 2.8284
C 4.8924 -0.1265 1.6609
C 5.3502 -0.8085 0.3816
C 5.1200 0.0162 -0.8690
N 4.2773 -0.5770 -1.8862
C 3.9889 -1.8997 -2.1137
C 3.1300 -1.9772 -3.1745
C 2.9052 -0.6696 -3.6214
C 3.6277 0.1708 -2.8144
O -1.5559 0.5439 2.2265
C -0.7838 1.2736 3.0327
O -0.3445 0.9250 4.0703
O -0.5769 2.4995 2.4876
C -1.4388 2.5809 1.3612
S -3.1072 3.1113 1.9680
I -0.8402 3.9969 -0.1215
H -3.9640 -2.2854 -2.2667
H -2.4848 -1.5920 -1.6915
H -3.2682 -2.9324 -0.8291
H -4.5503 -0.2419 -1.2735
H -5.1311 -1.5267 -0.2087
H -2.8810 -1.1173 1.0376
H -4.1891 0.0095 1.2547
H -3.2935 1.6235 -0.0501
H -2.2918 0.5504 -0.9679
H -0.1422 0.6418 -0.7392
H 0.5809 1.6155 0.4812
H 1.4954 -0.6142 0.3457
H 0.9292 -0.1856 1.9423
H -0.7995 -1.6495 -0.0108
H -0.8755 -1.7301 1.7401
H 1.4435 -2.9102 0.2395
H -0.0373 -3.7456 0.4013
H 1.8307 -4.1583 2.1717
H 0.1613 -4.2488 2.5389
H 0.5472 -1.7078 3.3223
H 0.7962 -3.0857 4.2968
H 2.9249 -2.8768 4.5246
H 2.5749 -1.2315 4.2202
H 3.2843 -2.2067 1.6736
H 4.2509 -3.1161 2.8013
H 5.6668 -1.4498 3.1168
H 4.3614 -0.4642 3.6572
H 4.0265 0.4965 1.5014
H 5.6821 0.5536 1.9460
H 4.9154 -1.7902 0.3103
H 6.4129 -0.9625 0.4760
H 4.6237 0.9262 -0.5722
H 6.0585 0.3234 -1.3000
H 4.3954 -2.6696 -1.5059
H 2.7117 -2.8687 -3.5814
H 2.2816 -0.3705 -4.4301
H 3.6375 1.2269 -2.9047
H -2.6979 3.8758 2.9756
N -4.1111 -5.3714 -1.2552
C -5.3992 -5.2249 -1.5470
C -6.0320 -5.8905 -2.5861
C -5.2823 -6.7542 -3.3680
C -3.9377 -6.9148 -3.0770
C -3.4038 -6.2031 -2.0126
H -5.9512 -4.5370 -0.9150
H -7.0847 -5.7332 -2.7751
H -5.7376 -7.2918 -4.1892
H -3.3128 -7.5764 -3.6602
H -2.3556 -6.3031 -1.7527
N -0.8919 4.7117 7.9844
C -2.1753 4.7362 7.6400
C -2.6948 4.0366 6.5611
C -1.8294 3.2682 5.7978
C -0.4861 3.2363 6.1390
C -0.0735 3.9732 7.2409
H -2.8192 5.3488 8.2617
H -3.7499 4.0929 6.3296
H -2.1897 2.7034 4.9494
H 0.2151 2.6527 5.5646
H 0.9673 3.9728 7.5452
N -4.9376 1.8092 -2.8252
C -4.0822 2.7332 -3.2476
C -4.2390 3.4341 -4.4347
C -5.3421 3.1539 -5.2245
C -6.2395 2.1897 -4.7955
C -5.9922 1.5494 -3.5908
H -3.2335 2.9142 -2.5951
H -3.5159 4.1807 -4.7311
H -5.4998 3.6778 -6.1579
H -7.1134 1.9376 -5.3795
H -6.6712 0.7900 -3.2180
N 4.6290 3.1131 -3.9822
C 5.8783 2.9481 -3.5633
C 6.8574 3.9255 -3.6620
C 6.5183 5.1413 -4.2322
C 5.2191 5.3263 -4.6774
C 4.3171 4.2839 -4.5284
H 6.1040 1.9796 -3.1276
H 7.8584 3.7347 -3.3013
H 7.2527 5.9298 -4.3288
H 4.9092 6.2577 -5.1303
H 3.2911 4.3885 -4.8603
*
```

Computed properties:
* DFT total energy: -78059.349 eV
* orbital gap: 7.945 eV